Molecular formula: C18H39BrIN4O8
Method: DFT, wB97M-V/def2-TZVPD

Each line ends with the Löwdin charge.
Element x y z (Å)
C1 -0.73795 0.61685 2.60089  -0.15
C2 -1.86333 0.69286 1.49975  -0.66
Br1 -2.81704 2.42567 1.80268  0.73
C3 -1.29569 0.79397 0.02589  -0.20
N1 -1.14769 -0.51522 -0.64168  0.14
C4 -0.00678 -0.97465 -1.09695  -0.30
N2 1.24695 -0.26897 -0.98498  0.07
C5 2.21539 -1.41332 -1.04201  -0.54
I1 1.81853 -2.93938 0.50052  0.93
C6 1.57364 -2.08249 -2.34690  -0.34
O1 1.62769 -0.97565 -3.29156  -0.11
N3 2.56456 -1.28468 -4.26702  -0.02
O2 3.53132 -0.63411 -4.15200  0.13
N4 0.19595 -2.23244 -1.79626  0.05
H1 -1.18314 0.09170 3.48798  0.09
H2 0.20277 0.11500 2.26611  0.06
H3 -0.45804 1.63588 2.96455  0.07
H4 -2.58641 -0.14851 1.61497  0.10
H5 -1.95016 1.42226 -0.63708  0.12
H6 -0.33109 1.36457 0.09501  0.13
H7 -1.95031 -1.12143 -0.82211  0.19
H8 1.43289 0.17169 -0.07992  0.13
H9 3.27526 -1.08738 -1.09792  0.12
H10 2.11312 -2.99793 -2.68128  0.16
H11 -0.39565 -2.33377 -2.62930  0.16
C7 -4.18738 5.81555 0.76792  -0.13
O3 -4.93590 6.22669 1.89178  -0.19
C8 -4.44748 5.71389 3.12541  -0.20
C9 -4.36460 6.79460 4.19764  -0.17
O4 -3.39017 7.80923 3.97708  -0.12
C10 -3.59604 8.71607 2.89616  -0.17
C11 -4.78840 9.65344 3.04110  -0.19
O5 -6.02015 8.95461 2.94486  -0.20
C12 -6.98368 9.34270 3.90671  -0.11
H12 -4.53230 4.83785 0.41683  0.07
H13 -4.34268 6.54904 -0.02687  0.09
H14 -3.11200 5.78230 0.97864  0.08
H15 -3.45787 5.25556 3.00412  0.09
H16 -5.15151 4.94283 3.45662  0.13
H17 -4.06165 6.30298 5.12650  0.13
H18 -5.34055 7.23279 4.39747  0.11
H19 -3.61959 8.18405 1.94576  0.11
H20 -2.69740 9.33681 2.86430  0.13
H21 -4.76454 10.38211 2.22003  0.13
H22 -4.70801 10.19733 3.98793  0.12
H23 -6.52886 9.58403 4.87057  0.09
H24 -7.66490 8.50268 4.05758  0.09
H25 -7.55781 10.19731 3.53595  0.09
C13 6.09619 -9.29428 -1.21960  -0.11
O6 5.00307 -8.80348 -1.97310  -0.20
C14 3.85740 -8.49885 -1.19045  -0.19
C15 3.26513 -7.14413 -1.56131  -0.18
O7 4.06792 -6.00922 -1.23898  -0.15
C16 5.28619 -5.82935 -1.95955  -0.17
C17 5.13542 -5.52295 -3.44500  -0.19
O8 4.64859 -6.64277 -4.16555  -0.19
C18 3.64420 -6.33342 -5.11219  -0.11
H26 6.00174 -10.37222 -1.06640  0.09
H27 7.00936 -9.09899 -1.78670  0.09
H28 6.19270 -8.78500 -0.25446  0.09
H29 4.09069 -8.50622 -0.11958  0.12
H30 3.11183 -9.27527 -1.39024  0.13
H31 2.34785 -7.02240 -0.97721  0.12
H32 2.95846 -7.11583 -2.60568  0.11
H33 5.95955 -6.66820 -1.79158  0.11
H34 5.77108 -4.96561 -1.49702  0.13
H35 6.12381 -5.27877 -3.85542  0.13
H36 4.48359 -4.64985 -3.57138  0.11
H37 2.98002 -5.53740 -4.76255  0.07
H38 3.04109 -7.23018 -5.26713  0.09
H39 4.10283 -6.05057 -6.06442  0.09

Output
Maximum force ... 3.60 eV/Å
Orbital gap ... 6.55 eV
Net charge ... +1
HOMO level ... -10.45 eV